a:
Here is a structure of composition C3H6N4O from the OMol25 dataset. Energies are from ωB97M-V with the def2-TZVPD basis set.

```
14
Properties=species:S:1:pos:R:3
C -1.50 -0.71 -0.11
C -0.28 -0.09 -0.05
C 1.94 -0.06 -0.07
H -2.37 0.97 -0.34
H -2.69 0.39 1.22
H -1.74 -1.18 -1.20
H -1.39 -1.79 0.47
H 1.78 1.93 -0.14
H 3.81 -0.10 0.62
N -2.61 0.01 0.13
N -0.02 1.19 -0.08
N 1.28 1.08 -0.28
N 3.04 -0.66 0.23
O 0.75 -0.98 -0.38
```

## Properties
spin multiplicity: 1
Kohn-Sham gap: 9.612 eV
highest occupied orbital energy: -8.90 eV

b:
Here is the molecule C3H6N4O from the OMol25 dataset. Energies are from ωB97M-V with the def2-TZVPD basis set.

```
14
Properties=species:S:1:pos:R:3
H 0.43 1.82 -0.11
N -0.51 1.85 0.08
C -1.05 0.71 -0.04
C -2.33 0.23 0.03
N -2.37 -1.03 0.06
O -1.12 -1.55 -0.07
N -0.26 -0.51 -0.23
N 0.82 -0.62 0.52
C 1.97 -0.37 -0.21
H -3.18 0.94 -0.18
H 0.75 -0.43 1.53
H 1.94 0.59 -0.90
H 2.89 -0.27 0.35
H 2.01 -1.35 -0.83
```

## Properties
structure (SMILES): [H]/N=c1/cnon1NC
spin multiplicity: 1
Kohn-Sham gap: 9.207 eV
highest occupied orbital energy: -9.04 eV

a is favored, and the nearest alternative lies 43.7 kcal/mol above it.